1.
Below is a molecular structure, C7H16FGaO5P at a distorted geometry, with properties calculated with wB97M-V/def2-TZVPD.

Structure (XYZ):
```
31
Properties=species:S:1:pos:R:3:nbo_charge:R:1
C -1.559 -2.521 0.527 -0.641
C -0.306 -3.077 -0.108 -0.176
F -0.459 -3.012 -1.520 -0.423
Ga 1.410 -2.084 0.518 0.797
C 0.770 -0.538 1.730 -1.335
P 2.066 0.499 2.335 2.357
O 3.396 -0.077 2.397 -1.109
O 1.606 1.007 3.803 -0.994
O 2.041 1.869 1.523 -1.010
H -1.432 -2.613 1.600 0.203
H -2.438 -3.089 0.226 0.181
H -1.687 -1.469 0.294 0.184
H -0.269 -4.123 0.184 0.140
H 2.431 -3.077 1.237 -0.303
H 2.100 -1.415 -0.767 -0.322
H 0.212 -0.937 2.570 0.223
H 0.064 0.080 1.191 0.219
H 0.882 0.413 4.074 0.488
H 2.038 1.686 0.567 0.518
O 1.673 2.242 -1.568 -0.573
C 0.492 2.163 -1.727 0.799
O -0.234 3.186 -2.255 -0.500
C -1.636 2.871 -2.208 -0.070
C -1.706 1.352 -2.127 -0.426
C -0.427 1.017 -1.361 -0.542
H -2.064 3.353 -1.326 0.173
H -2.114 3.277 -3.097 0.187
H -2.617 0.989 -1.656 0.220
H -1.653 0.925 -3.129 0.209
H -0.582 1.047 -0.284 0.240
H 0.001 0.058 -1.643 0.284
```

Calculated values
HOMO-LUMO gap ... 7.77 eV
Total charge ... -1
HOMO level ... -5.011 eV
E_tot ... -82141.820 eV
2S+1 ... 1


2.
Below is a molecular structure, C55H75BN13O3SSiTi at a distorted geometry, with properties calculated with wB97M-V/def2-TZVPD.

Structure (XYZ):
```
150
Properties=species:S:1:pos:R:3:lowdin_spin:R:1
Ti 0.488 -0.720 0.447 1.612
C -5.220 2.467 -2.485 0.000
C -4.008 1.865 -3.205 0.000
C -4.223 1.863 -4.721 0.000
C -2.748 2.593 -2.840 0.000
C -2.378 3.932 -3.103 0.000
C -1.130 4.051 -2.534 0.000
N -0.805 2.862 -1.981 0.000
N -1.791 1.969 -2.171 0.001
B 0.461 2.577 -1.147 0.003
N 1.305 1.396 -1.733 0.008
C 1.826 1.636 -2.955 0.003
C 3.138 1.249 -2.951 0.001
C 3.369 0.750 -1.646 0.003
N 2.249 0.811 -0.931 0.007
C 4.719 0.371 -1.079 0.000
C 4.712 -0.896 -0.225 0.000
C 5.769 0.252 -2.186 0.000
N 0.156 2.473 0.368 0.007
C 0.034 3.642 1.022 0.002
C -0.368 3.378 2.300 0.000
C -0.470 1.977 2.375 0.005
N -0.134 1.424 1.194 0.012
C -1.027 1.400 3.667 0.001
C -0.554 0.038 4.176 0.003
C -2.562 1.450 3.606 0.000
H -6.106 1.840 -2.622 0.000
H -5.443 3.463 -2.880 0.000
H -5.019 2.554 -1.416 0.000
H -3.873 0.838 -2.852 0.000
H -4.451 2.873 -5.075 0.000
H -5.058 1.214 -5.000 0.000
H -3.324 1.522 -5.240 0.000
H -2.938 4.690 -3.629 0.000
H -0.454 4.892 -2.474 0.000
H 1.140 3.577 -1.263 0.000
H 1.236 2.116 -3.722 0.000
H 3.841 1.357 -3.761 0.000
H 5.016 1.206 -0.436 0.000
H 4.192 -1.700 -0.743 0.000
H 4.207 -0.716 0.722 0.000
H 5.738 -1.220 -0.020 0.000
H 5.503 -0.542 -2.888 0.000
H 6.735 -0.007 -1.746 0.000
H 5.888 1.185 -2.740 0.000
H 0.223 4.577 0.521 0.000
H -0.565 4.087 3.088 0.000
H -0.721 2.136 4.414 0.000
H -1.226 -0.754 3.857 0.000
H -0.552 0.043 5.270 0.000
H 0.451 -0.196 3.836 0.001
H -2.923 0.839 2.777 0.000
H -2.912 2.473 3.446 0.000
H -2.991 1.073 4.541 0.000
C -5.454 -0.795 3.895 0.000
Si -5.008 -1.499 2.196 -0.002
C -6.025 -3.091 2.058 0.000
C -5.649 -0.301 0.910 0.000
C -3.191 -1.981 2.196 0.004
C -2.865 -3.015 3.070 0.064
C -1.551 -3.458 3.180 0.000
C -0.577 -2.824 2.444 0.061
N -0.820 -1.806 1.585 0.017
C -2.142 -1.407 1.421 0.051
S -2.350 -0.256 0.186 0.021
H -6.489 -1.037 4.158 0.000
H -5.345 0.293 3.913 0.000
H -4.803 -1.207 4.674 0.000
H -7.092 -2.865 2.145 0.000
H -5.769 -3.791 2.861 0.000
H -5.865 -3.607 1.107 0.000
H -6.713 -0.093 1.074 0.000
H -5.514 -0.691 -0.103 0.000
H -5.090 0.635 0.963 0.000
H -3.642 -3.483 3.671 0.005
H -1.287 -4.268 3.849 -0.002
H 0.452 -3.116 2.559 0.005
C 6.440 -2.175 2.263 0.000
O 5.339 -2.907 1.765 0.001
C 5.288 -4.237 1.996 0.001
C 6.287 -4.942 2.651 0.000
C 6.219 -6.322 2.775 0.002
C 5.149 -7.004 2.227 0.000
C 4.138 -6.301 1.589 0.002
C 4.165 -4.914 1.484 0.000
N 3.124 -4.300 0.768 0.008
C 2.422 -3.123 0.999 0.024
N 2.626 -2.641 2.236 0.007
C 2.646 -1.297 2.655 0.008
C 2.044 -0.291 1.913 0.005
C 2.433 1.005 2.319 0.005
C 3.197 1.259 3.442 0.002
C 3.641 0.209 4.249 0.007
C 3.381 -1.077 3.828 0.001
O 3.818 -2.213 4.485 0.000
C 4.444 -2.027 5.730 0.000
N 1.608 -2.588 0.100 0.010
C 1.323 -3.524 -0.962 0.002
C 0.495 -4.603 -0.665 0.001
C 0.219 -5.615 -1.574 0.000
C 0.796 -5.569 -2.825 0.000
C 1.645 -4.517 -3.151 0.000
C 1.914 -3.501 -2.238 0.001
O 2.761 -2.473 -2.513 0.001
C 3.300 -2.420 -3.821 0.000
H 6.247 -1.137 2.002 0.000
H 7.379 -2.501 1.803 0.000
H 6.520 -2.261 3.351 0.000
H 7.147 -4.419 3.045 0.000
H 7.014 -6.852 3.283 0.000
H 5.088 -8.083 2.301 0.000
H 3.294 -6.827 1.155 0.000
H 2.679 -4.913 0.109 0.000
H 3.214 -3.223 2.807 0.000
H 2.123 1.858 1.728 0.000
H 3.440 2.280 3.717 0.000
H 4.191 0.408 5.159 0.001
H 4.665 -3.019 6.118 0.000
H 3.792 -1.500 6.433 0.000
H 5.380 -1.464 5.636 0.000
H 0.053 -4.630 0.326 0.001
H -0.450 -6.421 -1.301 0.000
H 0.592 -6.338 -3.561 0.000
H 2.098 -4.510 -4.129 0.000
H 3.939 -3.285 -4.026 0.000
H 3.892 -1.515 -3.870 0.000
H 2.511 -2.367 -4.576 0.000
C -3.939 -4.522 -2.010 0.000
C -3.481 -3.803 -0.757 0.000
N -2.109 -3.390 -0.951 0.001
C -1.743 -2.682 -2.079 0.001
N -0.765 -1.854 -2.000 0.007
C -0.378 -1.130 -3.209 0.002
C -0.724 -1.856 -4.498 0.000
C -2.181 -2.257 -4.449 0.000
N -2.445 -3.010 -3.238 0.000
C -3.787 -3.561 -3.172 0.000
H -4.980 -4.839 -1.917 0.000
H -3.314 -5.403 -2.179 0.000
H -3.526 -4.449 0.120 0.000
H -4.140 -2.941 -0.569 0.000
H -1.667 -2.987 -0.142 0.001
H 0.696 -0.944 -3.157 0.001
H -0.861 -0.153 -3.184 0.000
H -0.112 -2.756 -4.603 0.000
H -0.546 -1.210 -5.362 0.000
H -2.440 -2.896 -5.298 0.000
H -2.819 -1.363 -4.501 0.000
H -3.978 -4.068 -4.121 0.000
H -4.535 -2.758 -3.077 0.000
```

Calculated values
HOMO-LUMO gap (alpha / beta) ... 4.39 / 6.19 eV
Total charge ... -1
HOMO level (alpha / beta) ... -2.229 / -4.022 eV
E_tot ... -126276.295 eV
2S+1 ... 3


3.
Below is a molecular structure, C2H4BrOP at a distorted geometry, with properties calculated with wB97M-V/def2-TZVPD.

Structure (XYZ):
```
9
Properties=species:S:1:pos:R:3:nbo_charge:R:1
C 0.432 0.179 -1.178 -0.629
C 0.237 -0.063 0.427 -0.628
O -1.662 -1.224 1.935 -0.985
P -1.597 -0.075 1.012 1.309
Br 0.778 1.467 1.601 0.021
H -0.245 1.058 -1.309 0.210
H 0.065 -0.622 -1.781 0.223
H 1.480 0.405 -1.416 0.230
H 0.512 -1.125 0.710 0.249
```

Calculated values
HOMO-LUMO gap ... 8.77 eV
Total charge ... 0
HOMO level ... -9.435 eV
E_tot ... -83516.812 eV
2S+1 ... 1


4.
Below is a molecular structure, C15H28BrN4O2TeW at a distorted geometry, with properties calculated with wB97M-V/def2-TZVPD.

Structure (XYZ):
```
52
Properties=species:S:1:pos:R:3:nbo_charge:R:1
W -0.537 0.119 0.810 1.453
N -0.115 -1.957 0.151 -0.850
C -0.917 -2.305 -1.094 -0.261
C -1.790 -1.118 -1.495 -0.246
N -2.366 -0.497 -0.265 -0.465
C -3.293 -1.429 0.464 -0.261
C -2.706 -1.999 1.760 -0.240
N -1.740 -1.034 2.389 -0.861
C -3.065 0.799 -0.556 -0.245
C -3.286 1.548 0.749 -0.255
N -1.977 1.675 1.478 -0.813
H 0.878 -2.099 -0.035 0.436
H -0.312 -2.665 0.856 0.424
H -1.503 -3.199 -0.888 0.236
H -0.229 -2.549 -1.902 0.263
H -2.578 -1.413 -2.192 0.261
H -1.183 -0.360 -1.994 0.232
H -3.568 -2.250 -0.199 0.257
H -4.217 -0.897 0.676 0.244
H -2.185 -2.939 1.583 0.211
H -3.508 -2.232 2.460 0.265
H -1.157 -1.547 3.053 0.434
H -2.267 -0.401 2.989 0.420
H -4.006 0.604 -1.075 0.259
H -2.427 1.374 -1.229 0.237
H -3.980 1.018 1.401 0.219
H -3.717 2.532 0.566 0.270
H -2.154 1.819 2.472 0.419
H -1.533 2.545 1.180 0.437
C 2.829 2.068 1.613 -0.822
Te 1.478 0.846 2.730 0.764
C 2.792 -0.832 2.901 -0.845
H 3.659 2.270 2.288 0.277
H 2.333 3.003 1.362 0.258
H 3.178 1.543 0.729 0.240
H 3.209 -1.080 1.928 0.237
H 2.240 -1.671 3.317 0.245
H 3.590 -0.559 3.589 0.278
Br 5.123 -0.964 -4.269 0.229
C 3.852 0.008 -3.304 -0.030
C 3.596 1.339 -3.628 -0.218
C 2.660 2.056 -2.913 -0.096
C 1.955 1.430 -1.875 -0.224
C 2.216 0.092 -1.552 -0.174
C 3.165 -0.613 -2.252 -0.234
C 1.025 2.259 -1.147 0.828
O 0.837 3.397 -1.017 -0.403
O 0.008 1.355 -0.313 -0.736
H 4.138 1.807 -4.438 0.274
H 2.467 3.093 -3.153 0.263
H 1.687 -0.352 -0.711 0.162
H 3.401 -1.639 -2.005 0.247
```

Calculated values
HOMO-LUMO gap (alpha / beta) ... 6.46 / 6.44 eV
Total charge ... +3
HOMO level (alpha / beta) ... -16.988 / -16.988 eV
E_tot ... -105199.845 eV
2S+1 ... 1


5.
Below is a single C26H32N4O2 molecule, with properties calculated with wB97M-V/def2-TZVPD.

Structure (XYZ):
```
64
Properties=species:S:1:pos:R:3:nbo_charge:R:1
C -5.790 -5.008 -0.145 -0.362
C -5.295 -4.034 0.609 -0.196
C -4.366 -2.992 0.189 -0.076
C -3.907 -2.863 -1.123 -0.200
C -3.025 -1.859 -1.470 -0.126
C -2.588 -0.945 -0.519 -0.138
C -3.029 -1.069 0.794 -0.195
C -3.906 -2.077 1.139 -0.188
H -4.242 -2.163 2.163 0.212
H -2.678 -0.377 1.547 0.213
C -1.572 0.091 -0.889 0.679
O -0.406 -0.225 -1.082 -0.654
N -2.005 1.360 -0.988 -0.431
C -3.365 1.798 -0.787 -0.215
H -3.692 2.332 -1.688 0.191
C -3.431 2.743 0.413 -0.410
C -2.472 3.912 0.201 -0.395
H -2.809 4.497 -0.658 0.202
C -1.045 3.418 -0.065 -0.228
C -0.403 2.779 1.179 -0.402
C 1.052 3.229 1.364 -0.478
C 1.910 2.832 0.173 0.689
O 2.021 3.590 -0.777 -0.655
N 2.527 1.630 0.193 -0.440
C 2.513 0.643 1.247 -0.224
H 1.788 0.901 2.016 0.209
H 3.513 0.594 1.702 0.190
C 2.162 -0.741 0.669 -0.231
N 3.088 -1.087 -0.379 -0.411
C 4.267 -1.740 -0.162 0.394
N 5.196 -1.605 -1.116 -0.501
C 6.333 -2.267 -1.009 0.070
C 6.644 -3.101 0.049 -0.326
C 5.687 -3.247 1.047 -0.146
C 4.492 -2.571 0.952 -0.314
H 3.747 -2.694 1.721 0.210
H 5.877 -3.889 1.896 0.212
H 7.590 -3.615 0.096 0.216
H 7.031 -2.107 -1.822 0.188
C 3.001 -0.121 -1.453 -0.242
H 3.681 -0.418 -2.249 0.248
C 3.383 1.262 -0.924 -0.242
H 3.271 2.027 -1.692 0.251
H 4.426 1.239 -0.585 0.194
H 1.969 -0.116 -1.812 0.224
H 2.163 -1.483 1.466 0.202
H 1.165 -0.704 0.222 0.251
H 1.076 4.320 1.409 0.230
H 1.456 2.847 2.302 0.211
H -0.442 1.690 1.100 0.206
H -0.961 3.069 2.073 0.207
C -1.075 2.439 -1.245 -0.230
H -1.386 2.968 -2.152 0.198
H -0.089 2.007 -1.414 0.255
H -0.431 4.269 -0.370 0.236
H -2.483 4.569 1.073 0.209
H -3.160 2.196 1.317 0.198
H -4.453 3.108 0.533 0.215
H -4.015 0.934 -0.641 0.228
H -2.669 -1.776 -2.486 0.215
H -4.239 -3.555 -1.881 0.212
H -5.587 -3.980 1.651 0.202
H -6.472 -5.736 0.261 0.203
H -5.541 -5.127 -1.185 0.188
```

Calculated values
Structure (SMILES) ... C=Cc1ccc(C(=O)N2CCC[C@@H](CCC(=O)N3CCN(c4ccccn4)CC3)C2)cc1
HOMO-LUMO gap ... 7.95 eV
Total charge ... 0
HOMO level ... -7.519 eV
E_tot ... -37537.831 eV
2S+1 ... 1


6.
Below is a gas-phase ion, C3H9N2O (charge +1) at a distorted geometry, with properties calculated with wB97M-V/def2-TZVPD.

Structure (XYZ):
```
15
Properties=species:S:1:pos:R:3:nbo_charge:R:1
O -0.088 0.288 2.064 -0.318
C -0.456 -0.454 1.124 0.193
N -1.067 -1.788 1.505 -0.627
C 0.545 -0.529 0.007 -0.267
N 0.251 0.753 -0.622 -0.364
C 0.764 1.398 -1.845 -0.445
H -0.967 -1.716 2.516 0.404
H -2.060 -1.888 1.285 0.402
H 0.470 -1.349 -0.702 0.259
H 1.559 -0.486 0.449 0.236
H 0.017 1.402 0.126 0.399
H -1.425 0.011 0.576 0.383
H -0.055 1.962 -2.286 0.260
H 1.738 1.823 -1.627 0.256
H 0.774 0.574 -2.572 0.229
```

Calculated values
HOMO-LUMO gap ... 5.54 eV
Total charge ... +1
HOMO level ... -14.570 eV
E_tot ... -8271.758 eV
2S+1 ... 1


7.
Below is 4 unconnected molecules or ions with the total composition C4H12O3 at a distorted geometry, with properties calculated with wB97M-V/def2-TZVPD.

Structure (XYZ):
```
19
Properties=species:S:1:pos:R:3:nbo_charge:R:1
C 1.283 1.173 1.372 -0.685
C 2.665 -0.981 -1.467 -0.387
O -1.490 -1.145 -1.479 -1.063
C 1.954 -0.563 -0.382 -0.262
C 2.291 0.539 0.468 -0.117
H 1.525 1.146 2.461 0.201
H 0.352 0.602 1.273 0.267
H 0.976 2.204 1.102 0.222
H 2.294 -1.782 -2.087 0.187
H 3.404 -0.344 -1.956 0.165
H -1.978 -1.011 -2.294 0.435
H 1.009 -1.084 -0.245 0.242
H 3.149 1.166 0.228 0.158
H -1.817 1.887 0.095 0.447
H -2.379 0.693 0.978 0.521
O -1.841 1.565 1.000 -1.043
H -3.803 -1.016 0.667 0.427
H -2.143 -1.081 -0.651 0.515
O -2.903 -0.705 0.531 -1.231
```

Calculated values
HOMO-LUMO gap (alpha / beta) ... 8.20 / 7.58 eV
Total charge ... -1
HOMO level (alpha / beta) ... -4.306 / -4.497 eV
E_tot ... -10484.081 eV
2S+1 ... 2


8.
Below is a single C3H5F3OSi molecule at a distorted geometry, with properties calculated with wB97M-V/def2-TZVPD.

Structure (XYZ):
```
13
Properties=species:S:1:pos:R:3:nbo_charge:R:1
C 0.952 0.483 -0.358 0.197
C -1.812 0.602 1.113 -1.077
C 1.996 -0.628 -0.553 0.870
O 1.367 1.589 -0.172 -0.476
F 2.079 -0.963 -1.830 -0.315
F 1.606 -1.698 0.075 -0.313
F 3.173 -0.231 -0.057 -0.310
Si -0.970 -0.105 -0.448 0.937
H -1.927 1.611 0.962 0.239
H -2.739 0.069 1.235 0.244
H -1.446 0.406 2.184 0.263
H -0.891 -1.722 -0.460 -0.124
H -1.388 0.586 -1.691 -0.136
```

Calculated values
Structure (SMILES) ... C[SiH2]C(=O)C(F)(F)F
HOMO-LUMO gap ... 9.93 eV
Total charge ... 0
HOMO level ... -9.711 eV
E_tot ... -21268.601 eV
2S+1 ... 1


- 2S+1 of number 3 (C2H4BrOP)?
  1


- Which of these has the highest total charge?
  C15H28BrN4O2TeW